C51H104BrN11 | ωB97M-V with the def2-TZVPD basis set

The geometry in XYZ format:
```
167
Properties=species:S:1:pos:R:3:mulliken_charge:R:1
C 26.289 39.247 -11.050 -0.965
C 26.155 40.805 -10.956 -0.608
N 25.049 41.309 -11.819 0.166
C 25.004 41.688 -13.116 -0.241
C 23.735 42.226 -13.392 -0.449
N 22.987 42.029 -12.260 0.100
C 23.771 41.408 -11.308 -0.145
C 21.636 42.494 -12.095 -0.812
H 25.390 38.813 -10.612 0.295
H 27.179 38.876 -10.542 0.364
H 26.319 38.933 -12.093 0.318
H 27.103 41.193 -11.328 0.335
H 26.017 41.166 -9.937 0.354
H 25.902 41.566 -13.704 0.428
H 23.310 42.699 -14.266 0.464
H 23.502 41.138 -10.298 0.359
H 21.760 43.575 -12.160 0.399
H 21.140 42.268 -11.151 0.305
H 21.034 42.140 -12.932 0.327
C 24.558 33.458 -9.259 -1.000
C 23.258 34.024 -8.590 -0.623
N 22.097 33.219 -8.979 0.172
C 21.158 33.527 -9.965 -0.396
C 20.287 32.475 -10.066 -0.571
N 20.651 31.549 -9.072 0.224
C 21.780 32.004 -8.469 -0.243
C 19.916 30.278 -8.774 -0.863
H 24.779 32.398 -9.140 0.355
H 25.415 33.973 -8.823 0.372
H 24.459 33.645 -10.329 0.284
H 23.095 35.073 -8.838 0.372
H 23.375 33.931 -7.510 0.353
H 21.216 34.470 -10.488 0.558
H 19.396 32.373 -10.667 0.509
H 22.414 31.430 -7.809 0.461
H 19.213 29.999 -9.559 0.317
H 19.274 30.393 -7.901 0.357
H 20.550 29.421 -8.543 0.335
C 30.369 33.255 -14.314 -1.027
C 31.213 33.843 -15.434 -0.638
N 32.352 33.012 -15.877 0.186
C 33.474 32.562 -15.105 -0.406
C 34.166 31.718 -15.944 -0.344
N 33.464 31.530 -17.142 0.127
C 32.354 32.352 -17.081 -0.093
C 33.847 30.767 -18.239 -0.719
H 30.065 32.231 -14.529 0.300
H 29.475 33.819 -14.049 0.357
H 31.023 33.150 -13.448 0.319
H 31.514 34.887 -15.349 0.400
H 30.473 34.078 -16.199 0.339
H 33.654 32.944 -14.111 0.432
H 35.159 31.299 -15.865 0.439
H 31.573 32.498 -17.813 0.350
H 34.442 29.918 -17.902 0.313
H 34.500 31.310 -18.922 0.373
H 33.019 30.548 -18.912 0.292
C 13.936 29.412 -5.013 -1.136
C 14.499 30.141 -3.791 -0.376
N 14.223 29.448 -2.570 0.197
C 15.144 28.900 -1.663 -0.317
C 14.449 28.410 -0.550 -0.374
N 13.116 28.716 -0.781 0.125
C 12.990 29.287 -2.001 -0.212
C 12.054 28.604 0.189 -0.801
H 12.850 29.326 -5.057 0.358
H 14.317 28.391 -4.987 0.336
H 14.364 29.825 -5.926 0.352
H 14.017 31.119 -3.797 0.294
H 15.569 30.315 -3.900 0.326
H 16.197 28.901 -1.902 0.411
H 14.786 27.975 0.379 0.420
H 12.084 29.683 -2.435 0.394
H 12.523 28.400 1.152 0.309
H 11.427 27.756 -0.086 0.336
H 11.472 29.522 0.268 0.358
C 25.648 29.856 -2.982 -1.338
C 24.871 28.822 -2.182 -0.488
C 23.982 28.033 -3.260 -0.598
C 23.075 27.050 -2.514 -0.850
N 22.702 25.727 -3.278 0.158
C 21.869 26.032 -4.562 -0.783
C 20.422 26.369 -4.167 -0.562
C 20.285 25.625 -2.818 -0.581
C 21.622 25.061 -2.407 -0.516
C 23.967 24.799 -3.556 -0.890
H 26.031 30.564 -2.247 0.394
H 25.122 30.538 -3.650 0.329
H 26.518 29.468 -3.510 0.347
H 24.218 29.316 -1.463 0.378
H 25.503 28.161 -1.590 0.395
H 24.689 27.462 -3.862 0.233
H 23.462 28.713 -3.935 0.424
H 22.121 27.573 -2.445 0.348
H 23.475 26.744 -1.547 0.500
H 21.888 25.190 -5.253 0.473
H 22.372 26.808 -5.139 0.432
H 19.573 26.126 -4.806 0.341
H 20.319 27.448 -4.056 0.328
H 19.579 24.795 -2.829 0.393
H 19.861 26.287 -2.063 0.307
H 21.700 23.995 -2.622 0.407
H 21.783 25.195 -1.337 0.284
H 24.593 25.180 -4.363 0.361
H 23.640 23.768 -3.686 0.374
H 24.521 24.972 -2.634 0.400
C 13.659 26.357 -10.583 -1.320
C 14.289 25.026 -10.090 -0.420
C 14.865 24.252 -11.267 -0.372
C 15.394 22.938 -10.765 -1.013
N 15.707 21.850 -11.863 0.331
C 14.490 21.413 -12.820 -0.727
C 14.873 20.012 -13.308 -0.737
C 15.557 19.350 -12.087 -0.534
C 16.139 20.533 -11.180 -0.627
C 16.747 22.427 -12.818 -1.018
H 12.951 26.211 -11.398 0.357
H 14.437 27.037 -10.930 0.331
H 13.132 26.921 -9.813 0.373
H 13.534 24.415 -9.595 0.382
H 15.056 25.271 -9.355 0.300
H 15.654 24.793 -11.789 0.386
H 14.041 24.110 -11.967 0.333
H 14.768 22.458 -10.012 0.373
H 16.367 23.030 -10.282 0.447
H 14.284 22.154 -13.593 0.463
H 13.589 21.359 -12.209 0.425
H 15.514 20.047 -14.189 0.320
H 14.029 19.427 -13.672 0.418
H 16.309 18.620 -12.387 0.319
H 14.698 19.052 -11.486 0.333
H 17.216 20.563 -11.015 0.394
H 15.604 20.498 -10.231 0.351
H 16.271 23.213 -13.404 0.411
H 17.124 21.779 -13.609 0.396
H 17.599 22.824 -12.267 0.324
C 27.128 27.432 -15.909 -1.234
C 26.099 26.900 -14.874 -0.629
C 25.095 27.937 -14.286 -0.498
C 24.285 28.710 -15.289 -0.614
N 23.463 29.873 -14.716 0.098
C 24.284 31.063 -14.220 -0.481
C 23.521 32.302 -14.724 -0.616
C 22.307 31.824 -15.509 -0.735
C 22.789 30.481 -15.951 -0.470
C 22.429 29.329 -13.692 -1.001
H 28.012 26.799 -15.989 0.389
H 27.626 28.306 -15.489 0.304
H 26.832 27.757 -16.907 0.335
H 26.682 26.530 -14.031 0.360
H 25.582 26.044 -15.307 0.357
H 25.636 28.660 -13.676 0.395
H 24.449 27.393 -13.596 0.337
H 23.446 28.229 -15.792 0.391
H 24.948 29.129 -16.047 0.308
H 24.256 30.876 -13.147 0.345
H 25.300 30.942 -14.595 0.341
H 23.286 32.988 -13.910 0.322
H 24.160 32.826 -15.435 0.345
H 21.437 31.781 -14.852 0.279
H 22.020 32.447 -16.356 0.422
H 21.986 29.781 -16.183 0.438
H 23.542 30.587 -16.732 0.386
H 21.838 30.222 -13.489 0.459
H 23.010 28.954 -12.849 0.397
H 21.955 28.425 -14.074 0.269
Br 18.784 37.898 -12.884 -0.967
```

As for the net charge: +6. As for the HOMO energy: -12.79 eV. The molar mass is 951.37 g/mol.